DFT (wB97M-V/def2-TZVPD) results for C46H36N6Tl as an isolated structure at a distorted geometry.

Geometry as XYZ:
```
89
C46H36N6Tl | the OMol25 dataset | wB97M-V/def2-TZVPD
Tl 8.61638 12.47502 17.29935
C 13.48999 18.40234 18.10049
C 12.98346 17.64975 19.17148
C 12.19804 16.51057 18.91901
C 11.93097 16.08763 17.59645
C 12.45385 16.85588 16.53070
C 13.19290 18.00037 16.77996
C 11.14762 14.83168 17.37413
C 10.27199 14.81017 16.25675
C 9.97055 15.95115 15.44423
C 9.22704 15.50634 14.38423
C 8.86547 14.14287 14.63208
C 7.87901 13.40600 13.90540
C 7.17189 14.14566 12.80382
C 6.99267 13.52439 11.55316
C 6.31757 14.15698 10.50684
C 5.79392 15.46574 10.67256
C 6.04312 16.10087 11.90317
C 6.64448 15.45122 12.93476
C 7.32498 12.16949 14.35266
N 7.60308 11.43561 15.50524
C 6.61151 10.45201 15.63707
C 6.65649 9.38257 16.56380
C 5.89709 8.13696 16.33149
C 5.46554 7.34075 17.44560
C 4.65378 6.24022 17.25519
C 4.32682 5.78654 15.95794
C 4.80801 6.49325 14.83096
C 5.52511 7.63859 15.04479
C 7.64651 9.52133 17.66525
C 8.26340 8.34093 18.38252
C 9.24679 8.60393 19.27615
C 9.47105 9.99211 19.56049
N 8.32339 10.79032 19.58755
C 10.72692 10.53910 19.80696
C 11.07753 11.85548 19.49939
C 12.35522 12.37928 19.81955
C 12.57035 13.50373 19.05646
C 11.38717 13.71855 18.25612
N 10.48642 12.66000 18.53389
C 11.81787 9.60797 20.29258
C 13.13910 9.54843 19.79013
C 14.05199 8.60960 20.23075
C 13.74749 7.71228 21.25587
C 12.48942 7.83908 21.87743
C 11.52664 8.72686 21.37291
C 5.68141 10.59098 14.53529
C 6.17828 11.56072 13.70809
N 9.63012 13.69239 15.70490
H 14.16422 19.28012 18.27967
H 13.17160 17.97633 20.18996
H 11.71037 15.94814 19.70544
H 12.28932 16.49373 15.54476
H 13.51803 18.56276 15.91889
H 10.20237 16.96159 15.70177
H 8.93202 16.05832 13.51746
H 7.38639 12.50876 11.43345
H 6.12416 13.66974 9.57051
H 5.28337 15.96317 9.87202
H 5.80060 17.19465 11.94833
H 6.79950 15.98592 13.87508
H 5.77562 7.58735 18.42862
H 4.26153 5.72961 18.14702
H 3.70203 4.89238 15.81360
H 4.53768 6.17545 13.80934
H 5.95992 8.15388 14.20377
H 8.06700 7.34659 18.01646
H 9.87652 7.82179 19.69520
H 13.02914 11.92735 20.53031
H 13.46431 14.09520 19.03042
H 13.43826 10.26323 19.00194
H 15.00457 8.49402 19.70624
H 14.50416 7.05855 21.69179
H 12.23276 7.16915 22.70541
H 10.52175 8.70613 21.76818
H 4.80091 9.96282 14.39857
H 5.71095 11.85015 12.76434
N 7.30197 10.61496 18.64763
C 5.85884 10.91396 19.04271
C 5.25847 12.08644 18.26680
N 6.24066 13.18449 18.17028
H 8.48282 10.03443 17.15691
H 8.11030 11.32051 20.46914
H 5.85759 11.12876 20.13069
H 5.28183 9.97931 18.93148
H 4.32394 12.36371 18.81050
H 4.92857 11.75284 17.27538
H 6.41639 13.61160 19.09418
H 5.90635 13.92756 17.57841
```

## Properties
Charge ... +1
Strongest force on any atom ... 2.9 eV/A
Kohn-Sham gap (alpha / beta) ... 0.177 / 0.174 hartree
HOMO level (alpha / beta) ... -8.79 / -8.81 eV
E_LUMO (alpha / beta) ... -4.0 / -4.1 eV
Energy relative to the best compared isomer or geometry (same formula, charge and spin) ... 0.0000 eV

DFT (wB97M-V/def2-TZVPD) results for C46H37Br2FeN4P2Te as an isolated structure.

Geometry as XYZ:
```
93
C46H37Br2FeN4P2Te | the OMol25 dataset | wB97M-V/def2-TZVPD
Fe -0.11959 -0.00426 -0.47100
Br -3.03217 -5.77650 0.87173
C -2.06179 -4.23415 0.43614
C -1.66215 -4.00246 -0.86709
C -0.99519 -2.82214 -1.13881
N -0.70013 -1.91555 -0.20691
C -1.02000 -2.19087 1.07281
C -1.72868 -3.32416 1.42771
C -0.48575 -1.21902 2.05215
C -0.56550 -1.39790 3.42092
C 0.05584 -0.47089 4.24303
Br -0.05843 -0.65122 6.10485
C 0.76524 0.57631 3.68296
C 0.78235 0.68788 2.30385
N 0.14792 -0.16807 1.50071
H -1.87553 -4.70541 -1.65858
H -0.68145 -2.60478 -2.15021
H -2.01669 -3.50931 2.45127
H -1.09316 -2.23526 3.85086
H 1.28195 1.30211 4.29353
H 1.29354 1.51184 1.82745
Te -2.82012 4.22249 -0.65456
C -3.80882 4.11262 -2.53093
C -5.01862 3.44132 -2.64357
C -5.60055 3.31233 -3.89775
N -5.06450 3.80037 -5.01305
C -3.92472 4.47716 -4.89199
C -3.26669 4.66789 -3.68374
C -1.67776 2.49082 -0.78784
P 0.05373 2.33633 -0.71117
C 0.90137 2.79530 -2.26309
C 2.25926 2.50809 -2.42486
C 2.89601 2.76680 -3.62772
C 2.17511 3.28743 -4.69630
C 0.82048 3.54699 -4.55586
C 0.18691 3.30268 -3.34215
C 0.68907 3.55721 0.50518
C -0.10414 3.77646 1.63748
C 0.29623 4.65837 2.62731
C 1.49801 5.34324 2.49814
C 2.28684 5.14226 1.37820
C 1.88672 4.25586 0.38507
P -2.19145 0.86870 -0.47736
C -3.34545 0.77612 0.93429
C -4.71428 0.56245 0.79058
C -5.55374 0.58558 1.89679
C -5.03845 0.82674 3.16067
C -3.67854 1.06060 3.31547
C -2.84385 1.03961 2.20992
C -3.13006 0.11715 -1.85178
C -3.15808 0.74020 -3.09605
C -3.73216 0.10844 -4.19345
C -4.27648 -1.15983 -4.05740
C -4.25028 -1.79524 -2.82046
C -3.68142 -1.16172 -1.72669
H -5.49566 3.00358 -1.77589
H -6.53973 2.78139 -4.01103
H -3.51503 4.89107 -5.80741
H -2.35221 5.24617 -3.65068
H 2.82030 2.07056 -1.60545
H 3.95045 2.54952 -3.73984
H 2.67067 3.48384 -5.63814
H 0.25481 3.94996 -5.38662
H -0.86966 3.51082 -3.22428
H -1.04959 3.25409 1.72639
H -0.33535 4.82511 3.49058
H 1.80877 6.04410 3.26177
H 3.21414 5.68843 1.26474
H 2.50467 4.13246 -0.49249
H -5.13752 0.39019 -0.19013
H -6.61588 0.42462 1.76624
H -5.69464 0.84532 4.02077
H -3.26953 1.26820 4.29664
H -1.79159 1.25129 2.34208
H -2.74117 1.73487 -3.19905
H -3.76907 0.61948 -5.14733
H -4.73192 -1.64962 -4.90808
H -4.68390 -2.78118 -2.70849
H -3.67311 -1.66188 -0.76314
N -0.12403 -0.11617 -2.51088
C 1.21275 -0.50136 -2.91780
C 2.09441 -0.91284 -1.92953
C 3.40789 -1.22168 -2.25270
C 3.83009 -1.12124 -3.57005
C 2.94198 -0.71442 -4.55787
C 1.63149 -0.40011 -4.23458
H -0.33813 0.79532 -2.91715
H -0.83860 -0.73878 -2.88170
H 1.76747 -1.01654 -0.89121
H 4.09566 -1.53989 -1.48086
H 4.85223 -1.36238 -3.82872
H 3.27471 -0.63340 -5.58405
H 0.94051 -0.05652 -4.99524
```

## Properties
Charge ... +1
Strongest force on any atom ... 0.3 eV/A
Kohn-Sham gap ... 0.223 hartree
HOMO level ... -9.59 eV
E_LUMO ... -3.5 eV